A structure of composition C41H45BCsN16O2S, computed with ωB97M-V/def2-TZVPD.

Results
LUMO energy (alpha / beta), Ha: -0.009 / -0.129
HOMO (alpha / beta), eV: -7.2 / -7.2
Multiplicity: 2
Relative energy (zero: lowest compared OMol25 entry of this formula, charge and spin), kcal/mol: 19.3
Kohn-Sham gap (alpha / beta), eV: 6.94 / 3.69
<S²>: 0.79
Calculated total energy, hartree: -3059.1996

Cartesian coordinates (Å):
H -4.21355 -1.87631 3.85560
C 3.57356 2.78498 5.59601
N -3.19510 0.43429 1.64648
C -3.11411 2.82388 1.69377
N 2.09913 3.53121 -0.36342
H -0.34099 -0.60265 5.23970
C 3.78528 -1.10697 0.75571
H 6.15724 0.79583 6.02606
H 3.83625 3.55450 6.31146
C 2.10753 1.92653 3.91107
C 2.89089 0.78648 3.78562
H 4.00700 -3.81789 0.62059
H -0.76730 -4.86004 -3.62664
H -3.87036 0.97147 -0.63717
C 0.63045 -1.92316 3.96372
C -0.63996 -3.72587 -0.57891
H -0.08680 -4.54233 1.33528
H 2.99337 1.72070 -3.46907
C -0.44950 -3.61473 0.89371
H -3.55004 2.37557 -1.65828
H 4.35798 6.00230 -0.30662
H -4.60706 0.18593 5.22504
H -4.76732 3.90274 2.54674
H -2.11607 6.04843 -0.05507
C 4.83962 -1.94238 1.31422
N 1.15017 2.41215 1.34280
H -4.14011 6.02988 1.41809
H -0.18622 -5.12107 -7.91068
N -2.64164 -0.43561 -2.39298
C 2.93463 4.44915 -0.80439
H 0.91375 -2.18004 -5.78871
H -0.83065 3.93592 -0.32364
N -1.69001 -2.99218 -4.94241
C 2.45206 2.92916 4.80939
H -2.98800 -0.91351 -5.56609
H 5.67948 -1.92451 0.61687
C -2.42922 5.15036 0.45924
Cs -0.23288 0.27389 0.18446
C -3.08304 -0.53814 -4.56139
H 4.00391 5.65289 2.15305
C -3.42918 1.53338 2.35773
H 4.61552 -0.25398 4.48941
H -1.84007 -5.54034 -8.37093
C -1.69825 -4.17430 -6.73147
C -3.99493 -0.89118 3.46630
C 1.02691 -1.45975 -5.00030
C -3.54572 5.13659 1.27789
H -3.73402 -5.04878 -6.41234
H -1.01583 -2.25107 5.21735
B -1.23225 -2.09334 -3.76237
H -3.28846 -1.60930 1.55731
H 1.83429 3.81352 4.88053
H -3.58559 -3.49882 -4.15621
H 5.85067 2.29677 6.74028
H 1.50838 1.99906 -2.54934
N -0.96372 -3.32430 -6.02800
C 1.99773 3.39219 0.97538
H 3.01715 4.54786 -1.88127
N -0.96416 -2.64898 -1.28309
N 5.47022 1.47618 6.30149
C -3.89413 3.95571 1.91139
C -1.19805 -4.73145 -8.02380
C -3.54735 0.48884 -2.67967
C 4.01823 0.64627 4.56667
C -2.87610 -3.63763 -4.95496
H -4.07885 2.40023 4.21661
C 2.00733 -0.52689 -4.74563
H -5.12535 1.59099 -1.72955
C 2.23775 1.24345 -2.84276
H -4.56809 1.08445 -4.58480
C -3.93455 1.48696 3.65619
N 0.42030 -0.37107 -3.16517
H -1.29131 -1.13932 3.85142
C -3.86681 0.46562 -4.05080
C -4.21806 0.25317 4.21715
C 4.34414 -3.37102 1.55479
N -1.04563 -3.04902 -2.56409
N 0.08368 -1.34139 -4.04445
S 0.67242 2.10800 2.92757
H 0.29460 -2.84625 1.10109
C 3.67062 5.25424 0.05956
C -4.05518 1.40622 -1.61747
H 2.72751 0.88577 -1.93457
N 2.92907 -0.51127 0.27719
H 2.60964 0.00245 3.09449
C -0.76335 -4.36472 -2.67053
C -1.71736 3.96970 0.30298
H 2.89646 -0.34241 -5.32504
N -2.36558 -1.07488 -3.54735
H 5.15336 -3.97916 1.95678
H -1.38152 -3.34432 1.39778
C -3.47866 -0.74412 2.18629
N -2.05186 2.83009 0.89114
H -1.17448 -3.96404 -8.79934
C -0.58123 -1.45845 4.61031
H 5.18396 -1.48023 2.24190
H 3.51128 -3.37167 2.25390
O -0.08517 3.24603 3.36079
C 1.57327 0.13217 -3.58276
C -0.50112 -4.84797 -1.40891
C -2.92883 -4.41051 -6.09062
C 3.47577 5.05368 1.41938
O 0.04437 0.81049 2.80963
H -0.24768 -5.85762 -1.13288
N 2.65420 4.13315 1.88826
C 4.37709 1.64199 5.48391
N 1.59021 -2.28663 3.45037